*A*
Computed, not measured: a 2-piece molecular cluster, C7H14N2 overall, with wB97M-V/def2-TZVPD.

Frontier orbital gap ... 9.086 eV
LUMO level ... 0.855 eV
HOMO ... -8.23 eV
Net charge ... 0
SMILES ... C#CN(C)C.CC(C)=N

Each line ends with the Mulliken charge.
Element x y z (Å)
C (0.150, -0.118, 2.325)  -0.89
C (1.362, 1.673, 1.041)  -0.93
N (0.191, 0.849, 1.247)  0.24
C (-1.065, 1.332, 0.717)  -0.59
C (-2.042, 2.006, 0.486)  -0.09
H (1.070, -0.107, 2.916)  0.30
H (-0.698, 0.067, 2.994)  0.34
H (1.668, 1.608, -0.009)  0.27
H (2.201, 1.346, 1.661)  0.31
H (1.148, 2.725, 1.260)  0.35
H (0.032, -1.125, 1.914)  0.24
H (-2.967, 2.447, 0.193)  0.46
C (-0.711, -0.383, -2.554)  -1.25
C (1.018, -1.592, -1.000)  -1.26
C (-0.469, -1.102, -1.254)  0.95
N (-1.462, -1.701, -0.682)  -0.68
H (-1.158, -2.176, 0.173)  0.28
H (-1.604, 0.243, -2.469)  0.32
H (0.148, 0.244, -2.803)  0.33
H (1.699, -1.084, -1.685)  0.32
H (1.319, -1.367, 0.023)  0.29
H (1.042, -2.673, -1.141)  0.39
H (-0.872, -1.111, -3.352)  0.33


*B*
Computed, not measured: one molecule with the formula C7H14N2, with wB97M-V/def2-TZVPD.

Frontier orbital gap ... 10.015 eV
LUMO level ... 1.023 eV
HOMO ... -8.99 eV
Net charge ... 0
SMILES ... C/N=C(\C)[C@@H]1NC1(C)C

Each line ends with the Mulliken charge.
Element x y z (Å)
C (-0.273, 1.081, -0.078)  -0.24
C (0.437, 0.326, 1.041)  0.56
C (-0.938, 0.390, -1.274)  1.14
C (-0.337, -0.135, 2.244)  -1.65
C (-0.824, -1.186, -1.219)  -1.33
C (-0.704, 0.918, -2.657)  -1.48
C (2.570, -0.362, 1.881)  -0.73
N (-1.712, 0.948, -0.204)  -0.64
N (1.741, 0.283, 0.948)  -0.55
H (0.256, 2.023, -0.444)  0.33
H (0.047, -0.961, 2.857)  0.44
H (-1.275, -0.316, 1.933)  0.51
H (-0.285, 0.692, 2.915)  0.39
H (-0.798, -1.648, -0.218)  0.31
H (-0.050, -1.438, -1.980)  0.32
H (-1.704, -1.534, -1.727)  0.41
H (-1.528, 0.707, -3.349)  0.31
H (0.264, 0.669, -2.973)  0.45
H (-0.608, 1.989, -2.579)  0.41
H (3.374, 0.371, 2.121)  0.26
H (2.064, -0.901, 2.755)  0.26
H (3.149, -1.061, 1.240)  0.27
H (-2.340, 1.723, -0.408)  0.26


Most stable pick: *B*. Distance to second place: 0.0431 hartree.


*A*
Computed, not measured: one molecule with the formula C3H9N3S, with wB97M-V/def2-TZVPD.

Frontier orbital gap ... 9.311 eV
LUMO level ... 0.864 eV
HOMO ... -8.45 eV
Net charge ... 0
SMILES ... C/C(=N/N)N(C)S

Each line ends with the Mulliken charge.
Element x y z (Å)
C (1.587, 0.632, 0.837)  -0.90
C (-0.587, 0.147, -0.278)  0.72
C (-0.676, 1.512, -0.876)  -1.05
H (1.967, 1.341, 0.030)  0.29
H (1.105, 1.175, 1.657)  0.32
H (2.416, 0.046, 1.223)  0.33
H (0.613, -2.478, -0.594)  0.16
H (-1.617, 1.731, -1.339)  0.38
H (0.053, 1.596, -1.692)  0.28
H (-0.489, 2.316, -0.161)  0.26
H (-2.423, -2.113, 0.691)  0.27
H (-0.806, -1.798, 1.029)  0.23
N (0.613, -0.328, 0.236)  -0.17
N (-1.657, -0.565, -0.246)  -0.46
N (-1.518, -1.803, 0.307)  -0.46
S (1.418, -1.409, -0.823)  -0.21


*B*
Computed, not measured: one molecule with the formula C3H9N3S, with wB97M-V/def2-TZVPD.

Frontier orbital gap ... 8.738 eV
LUMO level ... 0.773 eV
HOMO ... -7.97 eV
Net charge ... 0
SMILES ... CN/N=C\N(C)S

Each line ends with the Mulliken charge.
Element x y z (Å)
C (-1.692, -2.136, 0.760)  -0.71
C (0.012, 1.049, 0.770)  -0.16
C (1.938, 0.518, -0.600)  -0.82
H (-2.696, -1.775, 0.780)  0.29
H (-1.290, -2.470, 1.725)  0.23
H (-1.459, -2.908, -0.007)  0.30
H (-0.820, -0.603, -0.620)  0.25
H (0.026, 1.906, 1.357)  0.47
H (1.935, -0.533, -0.046)  0.26
H (2.709, 1.314, -0.238)  0.30
H (2.079, 0.369, -1.692)  0.31
H (-0.485, 2.556, -2.009)  0.12
N (-0.798, -1.030, 0.372)  0.01
N (-0.678, 0.020, 1.172)  -0.56
N (0.640, 1.095, -0.499)  -0.09
S (0.578, 2.629, -1.227)  -0.20


*C*
Computed, not measured: one molecule with the formula C3H9N3S, with wB97M-V/def2-TZVPD.

Frontier orbital gap ... 9.383 eV
LUMO level ... 0.737 eV
HOMO ... -8.65 eV
Net charge ... 0
SMILES ... C/N=C(\NC)NS

Each line ends with the Mulliken charge.
Element x y z (Å)
C (0.997, 0.307, 2.277)  -0.85
C (-0.271, 0.213, 0.130)  0.70
C (-1.262, 2.265, -0.466)  -0.84
H (1.050, 1.008, 3.081)  0.36
H (2.111, 0.511, 2.056)  0.28
H (0.901, -0.743, 2.723)  0.21
H (-0.420, 1.705, 1.595)  0.29
H (-0.035, -1.700, 0.760)  0.27
H (-0.713, -1.298, -1.970)  0.15
H (-2.332, 2.231, 0.118)  0.23
H (-0.444, 2.726, 0.109)  0.28
H (-1.277, 2.951, -1.335)  0.30
N (-0.110, 0.676, 1.397)  -0.29
N (0.251, -1.089, 0.062)  -0.31
N (-0.788, 0.819, -0.871)  -0.56
S (0.557, -1.684, -1.431)  -0.21


Most stable pick: *A*. Distance to second place: 0.0177 hartree.


*A*
Computed, not measured: an isolated ion of composition C4H10N2O and charge -1, with wB97M-V/def2-TZVPD.

Frontier orbital gap (spin up / spin down) ... 6.531 / 5.740 eV
LUMO level (spin up / spin down) ... 4.296 / 3.994 eV
2S+1 ... 2
⟨S²⟩ ... 0.76
HOMO (spin up / spin down) ... -2.23 / -1.75 eV
Net charge ... -1

Each line ends with the Mulliken charge.
Element x y z (Å)
C (1.893, 1.734, 0.978)  -0.81
N (0.955, 0.764, 1.446)  -0.63
C (-0.188, 0.700, 0.660)  -0.24
C (-0.099, -0.394, -0.528)  -0.09
N (-1.291, -1.008, -0.812)  -0.79
C (-1.493, -2.111, 0.131)  -0.90
O (0.383, 0.314, -1.732)  -0.50
H (2.277, 1.448, -0.009)  0.26
H (1.539, 2.773, 0.932)  0.26
H (2.743, 1.825, 1.661)  0.29
H (-0.554, 1.586, 0.115)  0.22
H (-1.033, 0.383, 1.277)  0.43
H (0.808, -1.014, -0.367)  0.32
H (-0.443, 0.666, -2.088)  0.32
H (-1.489, -3.065, -0.433)  0.27
H (-2.487, -2.059, 0.607)  0.25
H (-0.719, -2.224, 0.909)  0.33


*B*
Computed, not measured: an isolated ion of composition C4H10N2O and charge -1, with wB97M-V/def2-TZVPD.

Frontier orbital gap (spin up / spin down) ... 3.101 / 6.402 eV
LUMO level (spin up / spin down) ... 3.591 / 3.468 eV
2S+1 ... 2
⟨S²⟩ ... 0.75
HOMO (spin up / spin down) ... 0.49 / -2.93 eV
Net charge ... -1

Each line ends with the Mulliken charge.
Element x y z (Å)
N (-0.544, -1.746, 1.081)  -0.55
C (0.800, -1.229, 1.273)  -0.62
C (0.942, 0.225, 0.852)  -0.67
N (0.642, 0.497, -0.538)  -0.49
C (-0.656, 1.171, -0.822)  -0.37
C (-0.869, 1.591, -2.247)  -0.51
O (-0.987, 2.823, -2.594)  -0.68
H (-0.893, -2.315, 1.836)  0.21
H (-0.707, -2.253, 0.224)  0.25
H (1.090, -1.336, 2.322)  0.42
H (1.540, -1.820, 0.712)  0.23
H (0.376, 0.844, 1.547)  0.37
H (2.000, 0.487, 1.038)  0.20
H (0.692, -0.336, -1.112)  0.42
H (-0.698, 2.087, -0.225)  0.26
H (-1.488, 0.534, -0.438)  0.27
H (-1.238, 0.776, -2.909)  0.24


Most stable pick: *B*. Distance to second place: 0.0317 hartree.


*A*
Computed, not measured: one molecule with the formula C10H16N2O7, with wB97M-V/def2-TZVPD.

Frontier orbital gap ... 9.269 eV
LUMO level ... 0.193 eV
HOMO ... -9.08 eV
Net charge ... 0
SMILES ... N[C@@H](CCC(=O)O)C(=O)N[C@@H](CCC(=O)O)C(=O)O

Each line ends with the Mulliken charge.
Element x y z (Å)
C (0.845, 0.219, 1.701)  0.35
C (0.054, 1.293, 0.995)  -0.32
C (2.228, 0.143, 0.801)  -1.08
C (3.477, -0.211, 1.445)  -0.24
C (3.612, -1.716, 1.548)  0.41
C (-1.854, 1.581, -0.814)  -0.41
C (-2.916, 2.389, 0.125)  0.69
C (-2.675, 0.571, -1.697)  -0.91
C (-1.908, -0.216, -2.867)  -0.60
C (-1.179, -1.361, -2.291)  0.61
H (-0.130, -1.681, 1.072)  0.29
H (0.710, -1.572, 2.935)  0.31
H (1.376, 0.708, 2.638)  0.43
H (2.130, -0.270, -0.179)  0.55
H (1.959, 1.313, 0.409)  0.34
H (3.533, 0.002, 2.509)  0.26
H (4.302, 0.091, 0.750)  0.30
H (3.866, -3.275, 0.497)  0.36
H (-1.530, -0.006, 0.546)  0.39
H (-1.303, 2.258, -1.324)  0.57
H (-3.535, 1.068, -2.095)  0.55
H (-3.162, -0.134, -0.950)  0.32
H (-2.691, -0.809, -3.355)  0.29
H (-1.546, 0.482, -3.762)  0.31
H (-0.245, -2.962, -3.005)  0.39
H (-1.512, 3.133, 1.340)  0.39
N (0.220, -1.105, 2.060)  -0.60
N (-0.948, 0.811, -0.005)  -0.08
O (0.302, 2.481, 1.137)  -0.69
O (3.609, -2.276, 2.772)  -0.56
O (3.404, -2.394, 0.265)  -0.42
O (-4.117, 2.233, 0.147)  -0.61
O (-1.025, -1.800, -1.201)  -0.57
O (-0.779, -2.085, -3.267)  -0.51
O (-2.571, 3.093, 1.118)  -0.51


*B*
Computed, not measured: one molecule with the formula C10H16N2O7, with wB97M-V/def2-TZVPD.

Frontier orbital gap ... 9.723 eV
LUMO level ... 0.248 eV
HOMO ... -9.47 eV
Net charge ... 0
SMILES ... N[C@@H](CCC(=O)O)C(=O)N[C@@H](CCC(=O)O)C(=O)O

Each line ends with the Mulliken charge.
Element x y z (Å)
C (-0.650, 2.306, -0.579)  -0.27
C (0.082, 0.911, -0.395)  0.25
C (-2.165, 2.183, -0.980)  -0.60
C (-2.269, 1.182, -2.116)  -0.05
C (-3.855, 1.260, -2.522)  0.39
C (0.518, -1.041, 1.033)  0.01
C (-0.317, -1.503, 2.100)  0.52
C (1.975, -1.095, 1.505)  -0.66
C (2.557, -2.472, 1.090)  -0.35
C (4.034, -2.236, 1.330)  0.41
H (0.447, 2.059, -2.249)  0.28
H (0.657, 3.792, -1.607)  0.28
H (-0.373, 3.047, 0.243)  0.44
H (-2.588, 3.246, -1.286)  0.33
H (-2.730, 1.857, 0.024)  0.24
H (-1.616, 1.559, -2.928)  0.23
H (-2.020, -0.017, -1.700)  0.14
H (-5.618, 0.846, -1.847)  0.36
H (-0.616, 0.567, 1.489)  0.36
H (0.492, -1.405, -0.033)  0.54
H (1.921, -0.931, 2.723)  0.22
H (2.656, -0.076, 1.134)  0.30
H (2.511, -2.497, -0.179)  0.20
H (2.228, -3.325, 1.626)  0.32
H (5.632, -3.178, 0.897)  0.40
H (-0.854, -2.932, 3.127)  0.41
N (-0.051, 2.946, -1.876)  -0.70
N (0.288, 0.334, 0.837)  -0.19
O (0.613, 0.366, -1.448)  -0.73
O (-4.134, 1.762, -3.697)  -0.58
O (-4.708, 0.737, -1.629)  -0.39
O (-1.165, -0.826, 2.672)  -0.62
O (4.575, -1.112, 1.580)  -0.57
O (4.686, -3.425, 1.322)  -0.46
O (-0.142, -2.889, 2.340)  -0.45


Most stable pick: *B*. Distance to second place: 0.0234 hartree.


*A*
Computed, not measured: a 2-piece molecular cluster, C2H4NO3 overall, with wB97M-V/def2-TZVPD.

Frontier orbital gap (spin up / spin down) ... 6.286 / 6.222 eV
LUMO level (spin up / spin down) ... 4.277 / 4.310 eV
HOMO (spin up / spin down) ... -2.01 / -1.91 eV
Net charge ... -1

Each line ends with the Mulliken charge.
Element x y z (Å)
C (-1.469, 1.552, -2.204)  0.07
C (0.791, -0.424, 0.611)  -0.77
N (0.128, -0.267, -0.679)  0.59
O (-0.676, -1.201, -1.055)  -0.74
O (-1.208, 2.417, -3.010)  -0.47
O (0.110, 0.957, -1.140)  -0.58
H (-1.915, 0.583, -2.444)  0.12
H (0.353, 0.214, 1.388)  0.27
H (0.715, -1.472, 0.895)  0.28
H (1.845, -0.150, 0.487)  0.22


*B*
Computed, not measured: a 2-piece molecular cluster, C2H4NO3 overall, with wB97M-V/def2-TZVPD.

Frontier orbital gap (spin up / spin down) ... 6.750 / 5.250 eV
LUMO level (spin up / spin down) ... 4.230 / 4.230 eV
HOMO (spin up / spin down) ... -2.52 / -1.02 eV
Net charge ... -1

Each line ends with the Mulliken charge.
Element x y z (Å)
C (0.356, 2.104, 0.436)  -0.07
C (0.309, -1.357, -0.580)  -0.80
N (-0.824, -0.714, 0.096)  0.72
O (-1.516, -1.303, 1.004)  -0.75
O (1.446, 2.198, 0.917)  -0.44
O (-1.147, 0.414, -0.359)  -0.59
H (-0.211, 3.134, 0.623)  0.14
H (1.164, -1.055, -0.140)  0.27
H (0.226, -2.521, -0.345)  0.26
H (0.198, -0.900, -1.653)  0.27


Most stable pick: *A*. Distance to second place: 0.0381 hartree.


*A*
Computed, not measured: a 4-piece molecular cluster, CH9NO5 overall, with wB97M-V/def2-TZVPD.

Frontier orbital gap ... 11.108 eV
LUMO level ... 0.507 eV
HOMO ... -10.60 eV
Net charge ... 0
SMILES ... NC(=O)O.O.O.O

Each line ends with the Mulliken charge.
Element x y z (Å)
N (-0.695, 1.604, -0.222)  -0.32
C (-1.358, 1.067, 0.817)  0.66
O (-1.737, -0.227, 0.564)  -0.46
O (-1.620, 1.536, 1.909)  -0.62
H (-0.759, 1.105, -1.100)  0.23
H (-0.589, 2.593, -0.304)  0.21
H (-1.906, -0.665, 1.393)  0.31
H (0.055, -1.982, -0.170)  0.31
H (1.553, -2.038, 0.255)  0.35
O (0.904, -2.391, -0.375)  -0.68
H (1.059, 0.464, 0.931)  0.34
H (1.479, -0.113, 2.337)  0.30
O (1.193, -0.346, 1.431)  -0.62
H (1.120, 0.033, -3.198)  0.29
H (0.557, -0.753, -1.975)  0.34
O (0.746, 0.115, -2.293)  -0.64


*B*
Computed, not measured: a 4-piece molecular cluster, CH9NO5 overall, with wB97M-V/def2-TZVPD.

Frontier orbital gap ... 10.358 eV
LUMO level ... 0.225 eV
HOMO ... -10.13 eV
Net charge ... 0
SMILES ... NC(=O)O.O.O.O

Each line ends with the Mulliken charge.
Element x y z (Å)
N (-0.518, 1.030, 1.936)  -0.28
C (-1.554, 0.478, 1.267)  0.59
O (-1.298, 0.520, -0.100)  -0.46
O (-2.559, 0.016, 1.730)  -0.56
H (0.358, 1.064, 1.436)  0.24
H (-0.566, 1.191, 2.923)  0.20
H (-1.364, -0.399, -0.405)  0.29
H (1.081, -1.548, -1.206)  0.31
H (1.046, -2.340, 0.092)  0.30
O (1.248, -1.465, -0.259)  -0.60
H (-0.956, -1.083, -3.702)  0.31
H (-0.751, -0.252, -2.411)  0.34
O (-0.806, -1.153, -2.752)  -0.64
H (1.875, 1.870, 0.070)  0.33
H (2.431, 0.574, 0.548)  0.33
O (2.332, 1.496, 0.833)  -0.71


Most stable pick: *A*. Distance to second place: 0.0083 hartree.